C25H19N8O9SV | ωB97M-V/def2-TZVPD

The geometry in XYZ format:
```
63
Properties=species:S:1:pos:R:3
V 0.54856 1.43506 0.06737
O 4.49111 1.25175 -0.37754
C 3.39507 1.23412 0.12859
O 2.33738 1.80934 -0.40523
C 3.18986 0.54017 1.46530
C 4.22803 -0.26303 1.90559
C 4.09928 -0.99782 3.06928
C 2.95104 -0.94587 3.83622
C 1.94438 -0.10726 3.42247
C 2.01065 0.64902 2.23769
O 0.97843 1.38406 1.87428
N 0.72955 -0.05608 4.24427
O 0.26293 -1.12787 4.60219
O 0.28636 1.02733 4.53695
N 5.18899 -1.88210 3.49433
O 6.18837 -1.91795 2.80779
O 5.01534 -2.54272 4.50195
H 5.12700 -0.32231 1.30884
H 2.84894 -1.54182 4.73078
C -1.93624 -4.28369 -4.29167
C -2.01855 -3.18471 -3.26918
C -1.40693 -1.95677 -3.49085
C -1.49421 -0.93353 -2.55720
C -2.20256 -1.14151 -1.38741
C -2.82788 -2.35980 -1.14553
C -2.73042 -3.37008 -2.08400
S -2.33584 0.09709 -0.13266
O -1.74098 -0.46633 1.06229
O -3.71007 0.50136 -0.05116
N -1.37470 1.31124 -0.59212
C -1.90161 2.49495 -1.14563
C -3.03914 2.63562 -1.89855
C -3.43076 3.90697 -2.37334
C -2.70017 5.02954 -2.11370
C -1.50757 4.91948 -1.36065
C -0.66992 6.01091 -1.04312
C 0.47689 5.81161 -0.32670
C 0.81104 4.50787 0.07258
N 0.04548 3.47414 -0.19468
C -1.11409 3.65413 -0.89361
H -1.05219 -4.17405 -4.91838
H -2.81120 -4.26659 -4.94485
H -1.90065 -5.26314 -3.81534
H -0.84280 -1.79745 -4.40180
H -1.00148 0.01322 -2.73258
H -3.38212 -2.51015 -0.22752
H -3.21174 -4.32231 -1.89513
H -3.65985 1.77764 -2.10855
H -4.34048 3.98018 -2.95461
H -3.01231 5.99993 -2.47692
H -0.94710 7.00276 -1.37923
H 1.13629 6.62918 -0.07458
H 1.72854 4.29960 0.60785
N 0.72498 -4.75153 1.59872
C 0.44954 -3.47992 1.26522
N -0.29928 -2.73832 2.07703
N 0.94908 -3.04454 0.10968
C 0.92728 -1.76105 -0.06499
N 0.90295 -0.61144 -0.20193
H 0.41102 -5.14839 2.46467
H 1.43159 -5.22812 1.06742
H -0.52075 -3.03749 3.01083
H -0.69238 -1.85250 1.76073
```

Computed properties:
spin multiplicity	3
F_max	0.2	eV/Å
LUMO energy (spin up / spin down)	-0.64 / -0.70	eV

C25H20AsNO6S5Sr | ωB97M-V/def2-TZVPD

The geometry in XYZ format:
```
59
Properties=species:S:1:pos:R:3
Sr 0.51118 -0.20194 0.67221
S 0.57686 1.51200 -1.89185
C 0.11443 3.10872 -1.44102
C 0.87034 4.21900 -1.89083
C 0.53158 5.52484 -1.61351
C -0.59896 5.82303 -0.85219
C -1.35986 4.76545 -0.38728
C -1.03246 3.43818 -0.66889
S -2.10029 2.19675 0.02577
C -3.27771 1.94690 -1.34947
C -2.64846 1.39417 -2.59628
C -2.25889 2.20666 -3.65475
C -1.58460 1.61504 -4.70988
C -1.28658 0.26515 -4.64730
C -1.73042 -0.47163 -3.55055
C -1.38245 -1.92637 -3.38043
S 0.22987 -2.14742 -2.52814
C -0.10739 -3.55046 -1.48455
C 0.69127 -4.67503 -1.67887
C 0.56627 -5.79725 -0.87533
C -0.40005 -5.78362 0.12715
C -1.19592 -4.67362 0.32632
C -1.07431 -3.49834 -0.44203
S -2.03451 -2.08556 -0.15967
N -2.45386 0.08173 -2.58621
H 1.75902 4.00295 -2.47081
H 1.16307 6.32503 -1.98670
H -0.86887 6.84607 -0.62037
H -2.23853 4.95440 0.21983
H -3.78135 2.89672 -1.53678
H -3.99257 1.21658 -0.96934
H -2.43128 3.27513 -3.62006
H -1.24543 2.21161 -5.54863
H -0.70343 -0.21586 -5.42338
H -1.31986 -2.42255 -4.35059
H -2.13153 -2.39216 -2.74410
H 1.42812 -4.65330 -2.47387
H 1.20851 -6.65672 -1.02506
H -0.52228 -6.64586 0.77469
H -1.92006 -4.66406 1.13187
O 3.56255 -0.70434 0.87870
As 3.22408 0.71663 1.93800
O 4.59950 1.50632 2.31743
O 1.92031 1.46903 1.19737
C 2.44314 0.04277 3.66431
C 2.80554 0.90506 4.69444
C 2.40053 0.69365 6.00499
C 1.64776 -0.42236 6.31944
C 1.26032 -1.29001 5.31086
C 1.63812 -1.06748 3.99100
S 0.58340 -1.98341 2.82745
O 0.18527 -3.20906 3.44756
O -0.46452 -0.97818 2.60671
O 1.34678 -2.16116 1.56300
H 2.78588 -1.27649 1.01859
H 3.43854 1.75112 4.45455
H 2.68302 1.40058 6.77591
H 1.33457 -0.61068 7.33945
H 0.63661 -2.14637 5.53111
```

Computed properties:
net charge	-2
F_max	5.1	eV/Å
LUMO energy	4.47	eV

C25H20BrCdCl4N3O5 | ωB97M-V/def2-TZVPD

The geometry in XYZ format:
```
59
Properties=species:S:1:pos:R:3
Cd -1.10559 -0.64679 0.76183
Cl 1.15989 -1.73603 5.16108
C 0.97156 -2.79113 3.79887
C 1.48887 -4.12319 3.90626
C 1.42847 -4.86114 2.75453
Cl 2.26999 -6.41327 2.74851
C 0.77726 -4.41634 1.61409
C 0.70339 -5.24264 0.44052
C -0.00365 -4.79291 -0.65175
C -0.61555 -3.51156 -0.60754
N -0.53109 -2.76649 0.45189
C 0.17100 -3.11712 1.60198
C 0.25207 -2.28314 2.76152
O -0.31345 -1.09418 2.84306
H 2.08743 -4.56753 4.69078
H 1.03363 -6.24760 0.37747
H -0.09637 -5.43559 -1.54423
H -1.22152 -3.15077 -1.44223
Cl -5.15311 5.69020 -0.36981
C -3.96625 4.50264 0.06142
C -2.66995 4.78856 0.44644
C -1.77726 3.76443 0.60712
Cl -0.22938 4.20497 1.00465
C -2.14392 2.38956 0.50516
O -1.21433 1.48594 0.55438
C -3.50305 2.10017 0.28354
C -4.11070 0.77407 0.36779
O -3.52510 -0.31717 0.39205
C -4.37461 3.15932 -0.04387
H -2.37070 5.83686 0.65535
H -5.18456 0.78239 0.36523
H -5.44439 2.99066 -0.32222
Br -2.33088 4.25027 -3.56843
C -0.83202 3.18584 -3.01901
C 0.39532 3.76949 -3.08775
C 1.54209 3.02998 -2.79240
C 1.47980 1.64299 -2.56757
C 0.19642 1.10597 -2.58824
C -0.94453 1.85023 -2.73721
C -0.10633 -0.37828 -2.29242
O 0.86806 -1.24447 -2.23002
O -1.27292 -0.71051 -2.07041
H 0.43901 4.79372 -3.30257
H 2.46931 3.52308 -2.65974
H 2.38565 1.05721 -2.29291
H -1.82787 1.31586 -2.74077
N 3.19145 -1.10798 -0.82369
C 3.47679 0.02915 0.10233
C 2.58874 0.04813 1.27770
N 1.25663 0.50558 1.01103
H 3.95154 -1.25081 -1.56163
H 1.69975 -0.92602 -1.90560
H 3.14816 -1.99231 -0.36326
H 3.41948 1.01454 -0.37908
H 4.49459 -0.07745 0.41246
H 3.04356 0.58126 2.07876
H 2.51244 -1.01355 1.61543
H 1.23217 1.42819 0.44470
H 0.73454 0.61469 1.86638
```

Computed properties:
F_max	3.0	eV/Å
LUMO energy	-0.30	eV

C25H20BrN2O5 | ωB97M-V/def2-TZVPD

The geometry in XYZ format:
```
53
Properties=species:S:1:pos:R:3
C -4.04292 -0.32558 1.43800
C -3.09091 -1.48544 1.37469
O -1.75316 -0.95396 1.09436
C -0.90225 -2.00143 1.02973
O -1.27532 -3.16349 1.09956
N 0.42674 -1.59919 0.88230
C 1.49094 -2.53395 0.89366
C 1.43821 -3.85271 1.31559
C 2.62456 -4.47545 1.74224
C 3.84849 -3.79852 1.61657
C 3.88714 -2.48040 1.15535
Br 5.52079 -1.62440 0.78797
C 2.68897 -1.80577 0.91952
C 2.31294 -0.40384 1.02060
N 3.18627 0.55559 1.64038
O 3.66123 0.23701 2.74987
O 3.44708 1.62884 1.06107
C 0.93617 -0.29325 0.94376
H -5.04614 -0.69346 1.69907
H -3.73901 0.40188 2.20568
H -4.11454 0.18714 0.46631
H -3.04077 -2.01910 2.33195
H -3.36317 -2.19855 0.58690
H 0.48703 -4.36423 1.34173
H 2.60888 -5.47264 2.17150
H 4.77637 -4.29180 1.89773
H 0.34492 0.51077 1.40249
C 1.87891 5.28516 0.03597
C 2.45912 4.27440 -0.73854
C 1.84844 3.03430 -0.85312
C 0.60910 2.76679 -0.21090
C -0.09597 1.53207 -0.39497
C 0.04565 0.73281 -1.59618
C -1.23388 0.18103 -2.19918
C -1.11995 -0.66554 -3.31354
C -2.26636 -1.12830 -3.97045
C -3.54536 -0.81911 -3.47196
C -3.66142 -0.00421 -2.34251
C -2.51507 0.50624 -1.73127
O 1.13891 0.45382 -2.11847
C 0.06615 3.77799 0.63309
C 0.68220 5.02304 0.72357
H 2.35690 6.27117 0.09623
H 3.38999 4.45847 -1.28088
H 2.28279 2.24185 -1.46075
H -0.99782 1.40723 0.20119
H -0.12414 -0.93892 -3.66870
H -2.16411 -1.73570 -4.87107
H -4.45044 -1.16810 -3.98403
H -4.63867 0.26028 -1.92999
H -2.61390 1.19631 -0.89774
H -0.86336 3.56074 1.16461
H 0.21372 5.81214 1.31103
```

Computed properties:
net charge	-1
F_max	2.4	eV/Å
LUMO energy	2.68	eV

C25H20Cl5N5O3S3V | ωB97M-V/def2-TZVPD

The geometry in XYZ format:
```
62
Properties=species:S:1:pos:R:3
V -0.91886 0.04282 0.17887
Cl -5.19895 -5.20151 2.89895
C -4.08436 -3.97727 2.46655
C -3.91210 -2.87125 3.29791
Cl -4.81314 -2.72669 4.74601
C -3.00732 -1.87358 2.94672
Cl -2.81826 -0.47212 3.92359
C -2.27472 -2.00263 1.78188
O -1.40623 -1.00083 1.41299
C -2.44173 -3.09423 0.93933
Cl -1.51296 -3.21656 -0.49427
C -3.35411 -4.08658 1.28265
Cl -3.57436 -5.43297 0.24860
C 1.54882 -0.34645 2.05567
N 0.69286 0.76840 1.59330
C 1.54766 1.80572 0.97082
C 0.00867 1.35257 2.76932
C -1.14773 2.14107 2.27190
C -1.68413 3.21861 2.96862
C -2.76469 3.91538 2.45651
C -3.30907 3.54051 1.23513
C -2.78617 2.46317 0.53493
C -1.70957 1.75955 1.06446
H 2.28057 0.03703 2.77207
H 2.06098 -0.80266 1.21592
H 0.93499 -1.09975 2.54476
H 2.27529 2.15010 1.70994
H 0.93663 2.64241 0.64405
H 2.06503 1.38063 0.11463
H 0.71167 1.96339 3.34302
H -0.32168 0.53318 3.40875
H -1.24533 3.51188 3.91531
H -3.17953 4.75224 3.00208
H -4.14880 4.08432 0.82219
H -3.23928 2.17985 -0.40275
N 6.44654 0.10528 -3.77455
C 5.29618 -0.38894 -3.23285
C 5.03511 -0.22894 -1.85978
C 3.86475 -0.69915 -1.31878
C 2.92092 -1.32911 -2.13408
C 3.16987 -1.50135 -3.49428
C 4.34932 -1.03730 -4.03660
S 1.45770 -1.91550 -1.42967
O 1.72504 -2.63233 -0.22410
O 0.64503 -2.48391 -2.46833
N 0.73966 -0.47543 -0.89703
C 0.16972 0.34315 -1.85011
S -0.07536 0.11943 -3.53775
C -0.96196 1.60272 -3.55835
C -1.07754 2.13350 -2.32947
N -0.41845 1.42366 -1.34049
H 7.19380 0.39290 -3.16847
H 6.71236 -0.17174 -4.70274
H 5.77035 0.25465 -1.22875
H 3.68819 -0.59756 -0.25519
H 2.44474 -2.01080 -4.11402
H 4.55080 -1.17858 -5.09112
H -1.34741 2.00250 -4.48249
H -1.58998 3.04632 -2.07072
S -4.88020 -0.41443 -2.05540
C -3.53996 -0.25875 -1.28970
N -2.49929 -0.13803 -0.69558
```

Computed properties:
net charge	+1
F_max	2.1	eV/Å
LUMO energy	-4.98	eV

C25H20ClN3PV | ωB97M-V/def2-TZVPD

The geometry in XYZ format:
```
51
Properties=species:S:1:pos:R:3
C 3.74617 -0.01372 0.53194
C 2.81599 0.49067 -0.41655
C 2.17511 1.62956 0.14562
H 2.76505 0.19222 -1.46454
C 2.71290 1.84567 1.44531
C 3.71668 0.85761 1.67063
H 4.40717 0.91212 2.51050
H 4.34961 -0.88652 0.33181
H 1.55780 2.33760 -0.41073
H 2.42717 2.64499 2.11734
V 1.81320 0.00213 1.35615
Cl 0.18443 0.53873 3.05105
P -0.45130 -0.12936 -0.09631
C -1.12014 1.54308 -0.45400
C -1.62630 1.91062 -1.70800
H -1.60007 1.21265 -2.54073
C -2.18242 3.18080 -1.90457
H -2.57633 3.45188 -2.88606
C -2.24817 4.09761 -0.84989
H -2.68695 5.08969 -0.99997
C -1.75066 3.73513 0.40797
H -1.80175 4.43845 1.24388
C -1.19487 2.47499 0.59590
H -0.82281 2.19362 1.58065
C -0.24657 -0.89186 -1.74303
C 0.57387 -0.27865 -2.70824
H 1.00995 0.70296 -2.52135
C 0.84761 -0.91558 -3.91510
H 1.51248 -0.43664 -4.63839
C 0.27405 -2.16278 -4.19979
H 0.47668 -2.65589 -5.15498
C -0.55889 -2.77039 -3.25186
H -1.01954 -3.73709 -3.46594
C -0.80724 -2.14458 -2.03112
H -1.45622 -2.62816 -1.30207
C -1.91007 -0.99247 0.58852
C -3.20772 -0.62363 0.21846
H -3.36447 0.21461 -0.46026
C -4.31006 -1.32289 0.70897
H -5.31622 -1.03903 0.39828
C -4.12263 -2.39473 1.59395
H -4.98379 -2.94946 1.97926
C -2.82631 -2.75217 1.98203
H -2.67116 -3.58569 2.67354
C -1.72788 -2.05968 1.48958
H -0.72509 -2.33856 1.81159
N 2.45820 -1.59186 2.57901
C 3.37767 -1.56531 3.34598
N 4.30253 -1.64725 4.20950
C 5.40857 -0.90904 4.24293
N 6.40274 -0.27438 4.31315
```

Computed properties:
spin multiplicity	2
net charge	+1
F_max	9.6	eV/Å
LUMO energy (spin up / spin down)	-6.01 / -5.41	eV

C25H20F4O4S | ωB97M-V/def2-TZVPD

The geometry in XYZ format:
```
54
Properties=species:S:1:pos:R:3
F -4.05407 2.44771 1.86416
C -3.92011 1.13290 2.25804
C -5.03216 0.30059 2.13343
C -4.88724 -1.00860 2.59982
F -5.97241 -1.85114 2.50364
C -3.70625 -1.48651 3.13975
C -2.54765 -0.66318 3.13861
C -1.26394 -1.22453 3.42006
C -0.07205 -0.63757 2.99855
C 1.13548 -1.31942 3.01656
C 2.39719 -0.76210 2.64394
C 3.54133 -1.59933 2.50654
C 4.77048 -1.03627 2.20470
F 5.86585 -1.86258 2.07644
C 4.95731 0.33562 2.01822
C 3.81957 1.13557 2.13196
F 3.96493 2.49136 1.93333
C 2.55849 0.63536 2.42773
C -2.69772 0.70088 2.75709
H -5.96645 0.65307 1.71009
H -3.62886 -2.50287 3.51014
H -1.21941 -2.24795 3.79917
H -0.09952 0.36708 2.56712
H 1.12110 -2.37624 3.29632
H 3.43037 -2.67566 2.64378
H 5.93284 0.75375 1.78994
H 1.70783 1.30852 2.52189
H -1.86070 1.39338 2.83473
C 3.34491 -1.37576 6.95176
C 2.34220 -2.26971 6.27249
O 1.02837 -1.70850 6.49648
C 0.03331 -2.49940 5.98121
C -1.24888 -1.91860 6.29114
S -2.66834 -2.83981 6.55506
C -3.09808 -2.82827 8.30977
C -2.82281 -3.94258 9.11396
C -3.25298 -3.97057 10.44337
C -3.96534 -2.88964 10.97534
C -4.23456 -1.77303 10.17670
C -3.81239 -1.74818 8.84332
O -3.76135 -2.10922 5.93982
O -2.45875 -4.23491 6.26294
O 0.28382 -3.49696 5.30376
H 4.34806 -1.77161 6.78482
H 3.30395 -0.35596 6.55953
H 3.16110 -1.33369 8.02864
H 2.54096 -2.32769 5.19376
H 2.38013 -3.28402 6.69090
H -1.27563 -0.91526 6.69255
H -2.28598 -4.79182 8.69552
H -3.02936 -4.84419 11.05915
H -4.30891 -2.91622 12.01133
H -4.77568 -0.91448 10.58198
H -4.04164 -0.89226 8.21122
```

Computed properties:
F_max	2.1	eV/Å
LUMO energy	-3.01	eV

C25H20F5InN4O6S3 | ωB97M-V/def2-TZVPD

The geometry in XYZ format:
```
64
Properties=species:S:1:pos:R:3
In 0.33737 -0.61916 0.06916
O 0.26038 -0.22639 4.36448
C 0.52976 -0.22991 3.16273
O 0.19391 -1.08291 2.29321
C 1.43924 0.88898 2.65254
C 2.10680 1.71333 3.54668
C 3.00290 2.63997 3.04341
C 3.20174 2.70400 1.67255
C 2.47228 1.86639 0.84163
N 1.59627 0.99220 1.33906
H 1.90296 1.60040 4.60119
H 3.55606 3.28740 3.71387
H 3.91218 3.39684 1.24188
H 2.57175 1.89117 -0.23615
O 2.12168 -0.26358 -3.46707
S 1.63038 0.27686 -2.21840
O 1.83936 1.74229 -2.17388
O 2.31932 -0.35370 -1.02715
O 0.16435 -0.03945 -2.03281
C -1.89298 1.66150 1.77310
C -2.50492 0.71468 0.79064
C -3.82604 0.66126 0.39863
C -3.95301 -0.45058 -0.47122
C -2.70277 -1.02254 -0.56712
C -2.30691 -2.25003 -1.32304
N -1.81542 -0.30827 0.19366
H -2.64926 2.36913 2.11429
H -1.06869 2.22080 1.32869
H -1.51109 1.12007 2.64084
H -4.61581 1.33363 0.70220
H -4.85540 -0.78808 -0.96086
H -3.14844 -2.61026 -1.91584
H -2.00582 -3.04182 -0.63368
H -1.46868 -2.02889 -1.98714
F -1.08232 -8.07167 0.59031
C -0.58865 -6.86769 0.24231
C -0.77731 -5.76030 1.05062
F -1.45489 -5.89712 2.20183
C -0.26553 -4.53299 0.67929
F -0.50196 -3.49882 1.47996
C 0.48505 -4.33124 -0.49123
S 1.21704 -2.82578 -0.94464
C 0.63558 -5.47891 -1.28545
F 1.30410 -5.40172 -2.44576
C 0.11475 -6.70921 -0.93768
F 0.28840 -7.77720 -1.74186
N -2.35337 3.55863 -1.36329
C -1.07375 4.04674 -1.13060
S 0.18840 3.03467 -0.85651
N -1.03256 5.43857 -1.24466
C -0.25138 6.36042 -0.54876
C 0.95384 6.04912 0.09074
C 1.62021 7.01372 0.82673
C 1.13443 8.30985 0.92371
C -0.02720 8.63998 0.24302
C -0.71004 7.68209 -0.48483
H -2.39446 2.54910 -1.26587
H -2.80757 3.88010 -2.20833
H -1.90854 5.82722 -1.55894
H 1.33352 5.04384 0.02088
H 2.53449 6.74061 1.33888
H 1.65150 9.05115 1.51982
H -0.41275 9.65139 0.29041
H -1.62674 7.95784 -0.99570
```

Computed properties:
net charge	-2
F_max	2.5	eV/Å
LUMO energy	3.94	eV